No. 1
21
Properties=species:S:1:pos:R:3:lowdin_charge:R:1 method="wB97M-V/def2-TZVPD" multiplicity=2 s2=0.7711 e_lumo_ev="-4.9382 / -8.0804" relative_energy_kcal_mol=31.7 homo_lumo_gap_ev="7.8 / 4.7" total_charge=+1 total_energy_ha=-477.4236
H -3.86 2.34 0.77 0.125
C -2.43 -1.59 0.10 0.209
H -2.40 -1.72 1.18 0.093
H 5.06 -0.53 -2.30 0.031
N -2.98 0.74 -0.22 0.136
C -2.69 -0.47 -0.65 -0.100
C -3.92 1.35 0.30 0.126
H 3.59 0.42 1.41 0.050
H -2.58 -0.60 -1.73 0.149
O -0.02 -1.15 2.32 -0.066
O 5.23 0.33 -1.91 -0.064
H -4.94 1.10 0.60 0.136
H -2.05 -2.53 -0.26 0.102
H 0.20 0.87 -0.75 0.018
H 0.91 1.24 -2.14 0.060
H 4.72 0.39 -1.10 -0.008
H 0.28 -2.07 2.34 0.048
O 1.01 1.17 -1.17 -0.045
O 3.20 0.30 0.53 -0.062
H 0.84 -0.72 2.45 0.041
H 2.82 1.12 0.21 0.023

=====

No. 2
21
Properties=species:S:1:pos:R:3:lowdin_charge:R:1 method="wB97M-V/def2-TZVPD" multiplicity=1 e_lumo_ev=0.5225 relative_energy_kcal_mol=53.0 homo_lumo_gap_ev=9.7 total_energy_ha=-382.6153
H 2.87 -1.30 -0.91 0.077
C 2.10 -0.60 -1.21 -0.116
H -1.53 -0.21 0.49 0.094
O -1.08 1.53 -2.81 -0.214
C -0.86 0.48 0.97 -0.398
H -0.68 2.47 -2.62 0.056
H -0.37 -0.12 1.82 0.110
H 0.29 -1.55 -0.33 0.130
H 1.68 -0.95 -2.16 0.072
O -1.22 -2.16 1.76 -0.063
N -1.51 1.60 1.57 0.050
H -0.57 0.97 -2.01 0.068
H -1.61 2.17 0.76 0.058
H -0.46 -2.69 2.05 0.059
H 1.40 -0.69 0.83 0.108
H -0.79 2.06 2.05 0.046
H 2.46 0.36 -1.57 0.072
N 0.10 0.62 -0.13 -0.113
H 0.59 1.53 0.15 0.136
H -1.80 -2.88 1.54 0.044
C 0.98 -0.64 -0.22 -0.274

=====

No. 3
21
Properties=species:S:1:pos:R:3:lowdin_charge:R:1 method="wB97M-V/def2-TZVPD" multiplicity=1 e_lumo_ev=0.6228 relative_energy_kcal_mol=28.1 homo_lumo_gap_ev=10.3 total_energy_ha=-382.6549
H 1.37 2.74 1.37 -0.039
O 2.16 3.06 1.82 -0.105
H 0.38 -0.65 0.59 0.136
H -0.94 2.79 0.17 0.111
C 0.09 -0.36 -0.44 -0.426
H 1.34 1.47 -0.35 0.110
H 1.94 -1.27 -1.10 0.075
H 0.08 1.61 -1.54 0.100
H -1.27 1.34 0.94 0.073
H 1.11 -0.32 -2.34 0.068
O -1.87 -3.62 1.86 -0.053
C 0.97 -1.02 -1.54 -0.079
C 0.24 1.23 -0.54 -0.263
N -1.30 -0.67 -0.81 0.008
H -1.31 -0.51 -1.84 0.092
H 2.53 2.24 2.28 0.073
H -2.80 -3.37 1.89 0.049
H -1.38 -2.92 1.44 -0.001
H -1.43 -1.65 -0.59 0.044
H 0.58 -2.00 -1.82 0.071
N -0.49 1.89 0.55 -0.042

=====

No. 4
21
Properties=species:S:1:pos:R:3:lowdin_charge:R:1 method="wB97M-V/def2-TZVPD" multiplicity=2 s2=0.7555 e_lumo_ev="-2.9160 / -8.7156" relative_energy_kcal_mol=3.3 homo_lumo_gap_ev="11.3 / 5.5" total_charge=+1 total_energy_ha=-382.3675
H 0.76 0.57 -1.56 0.112
H -1.88 0.36 -1.64 0.094
H -0.43 0.58 0.46 0.138
H -0.16 -2.45 0.26 0.133
C -0.45 -0.34 -0.13 -0.373
H 1.57 2.65 -3.10 0.040
H -1.74 -1.37 -1.55 0.099
N 0.91 -1.26 1.66 0.031
O -0.16 1.09 2.70 -0.073
O 0.78 2.14 -2.99 -0.044
H 0.07 2.81 -3.07 0.076
H -1.14 -1.57 1.50 0.137
H 0.07 1.31 3.62 0.054
H 1.69 -1.04 1.04 0.094
H 1.18 -2.10 2.17 0.114
N 0.73 -0.29 -0.99 0.318
C -1.74 -0.47 -0.94 0.010
C -0.28 -1.52 0.83 -0.203
H 0.70 -1.07 -1.67 0.162
H 0.36 0.30 2.50 -0.031
H -2.58 -0.48 -0.25 0.112

=====

No. 5
22
Properties=species:S:1:pos:R:3:lowdin_charge:R:1 method="wB97M-V/def2-TZVPD" multiplicity=2 s2=0.7558 e_lumo_ev="-3.8321 / -7.5293" relative_energy_kcal_mol=48.8 homo_lumo_gap_ev="10.8 / 7.2" total_charge=+1 total_energy_ha=-457.6051
H 0.26 -1.34 -1.51 0.114
H -0.40 1.66 2.17 0.005
C 0.70 1.20 -0.62 -0.022
H -1.22 1.64 -0.21 0.148
O -1.96 -2.92 -0.90 -0.065
H -3.04 -0.75 2.28 0.056
H -2.09 0.35 2.75 0.021
H 1.07 2.24 -0.83 0.169
O -0.96 2.00 2.88 -0.049
N 1.22 -1.26 -1.12 0.119
H 1.16 -1.76 -0.23 0.123
C 1.45 0.12 -1.01 -0.233
H 3.36 -0.52 -1.86 0.091
N -0.40 1.24 0.22 0.146
H 2.58 0.93 -2.60 0.120
H -2.19 -3.58 -1.56 0.048
H 3.50 1.10 -1.12 0.088
H -1.64 2.60 2.55 0.062
H -0.65 0.34 0.64 0.093
H -1.35 -3.41 -0.33 0.036
C 2.84 0.42 -1.64 0.000
O -2.24 -0.28 2.03 -0.073

=====

No. 6
20
Properties=species:S:1:pos:R:3:lowdin_charge:R:1 method="wB97M-V/def2-TZVPD" multiplicity=1 e_lumo_ev=-2.9675 relative_energy_kcal_mol=4.2 homo_lumo_gap_ev=10.2 total_charge=+1 total_energy_ha=-286.7250
H -1.03 -0.83 -0.76 0.112
N -0.05 -1.32 -2.55 0.008
H 0.45 2.19 1.98 0.133
H 0.37 0.46 1.20 0.086
N -0.08 1.65 1.31 0.016
C -1.54 1.61 1.63 -0.062
H -1.91 2.61 1.86 0.093
H 1.96 -0.35 -0.70 0.124
H -0.17 0.53 -1.46 0.100
H 1.66 -0.99 1.56 0.131
H 1.28 -1.99 -0.65 0.120
H 0.07 2.08 0.40 0.124
H -1.72 0.97 2.48 0.092
C 1.09 -0.94 -0.44 -0.196
H -2.03 1.20 0.75 0.084
H 0.14 -1.48 1.33 0.129
N 0.82 -0.79 1.03 0.039
H 0.70 -0.93 -3.12 0.080
H -0.91 -1.20 -3.08 0.083
C -0.12 -0.56 -1.31 -0.295

=====

No. 7
21
Properties=species:S:1:pos:R:3:lowdin_charge:R:1 method="wB97M-V/def2-TZVPD" multiplicity=1 e_lumo_ev="-10.0113 / -10.0113" relative_energy_kcal_mol=62.6 homo_lumo_gap_ev="9.0 / 9.0" total_charge=+2 total_energy_ha=-340.9573
N -1.61 -0.14 -0.19 -0.005
H -0.21 1.00 -1.69 0.122
H 0.20 -1.75 -1.32 0.095
C 0.74 0.95 -1.16 -0.110
H 1.31 0.20 -1.72 0.114
H -0.43 -0.70 1.51 0.160
H -2.75 0.67 1.39 0.204
N -2.33 0.91 0.47 0.220
H 1.22 1.92 -1.20 0.109
C 0.06 -1.88 -0.25 0.001
H -2.22 -0.94 -0.38 0.165
H 2.67 -0.56 0.82 0.128
H -1.69 1.72 0.60 0.187
H -3.10 1.23 -0.16 0.209
N 2.40 0.42 0.79 0.284
N 0.48 0.61 0.18 0.047
H 0.97 -2.27 0.19 0.094
H 2.93 0.96 0.11 0.128
H -0.71 -2.62 -0.10 0.105
C -0.34 -0.57 0.42 -0.396
H 2.41 0.84 1.71 0.138

=====

No. 8
22
Properties=species:S:1:pos:R:3:lowdin_charge:R:1 method="wB97M-V/def2-TZVPD" multiplicity=1 e_lumo_ev=0.7902 relative_energy_kcal_mol=31.0 homo_lumo_gap_ev=8.5 total_energy_ha=-631.0888
H 3.42 -1.64 0.27 0.081
H -2.62 2.42 -0.79 0.043
H -1.30 -1.43 0.84 0.018
H 1.55 1.53 -0.06 0.079
C 1.63 -0.60 -0.21 -0.346
H 0.80 0.87 1.16 0.028
H 1.08 -1.45 0.07 0.057
N -2.12 2.04 1.13 -0.073
H 2.75 -0.58 1.55 0.081
Si -0.82 0.72 -0.79 0.735
C 3.01 -0.62 0.47 -0.105
H -2.71 -1.75 -1.50 0.068
H 3.65 0.15 0.22 0.040
H -2.37 0.99 1.40 0.093
N -1.96 -1.07 0.12 -0.215
C 0.86 0.70 0.15 -0.323
H 1.78 -0.84 -1.27 0.101
H -1.17 -2.47 -1.08 0.030
N -2.09 -2.19 -0.79 -0.146
H -0.27 0.69 -2.12 -0.038
N -1.82 2.06 -0.32 -0.259
H -1.27 2.46 1.53 0.053

=====

No. 9
20
Properties=species:S:1:pos:R:3:lowdin_charge:R:1 method="wB97M-V/def2-TZVPD" multiplicity=1 e_lumo_ev=-2.9864 relative_energy_kcal_mol=6.1 homo_lumo_gap_ev=12.9 total_charge=+1 total_energy_ha=-327.7129
C 0.09 0.23 -1.66 -0.181
H 2.18 -1.11 -1.44 0.099
H 0.78 0.33 0.29 0.108
H 0.04 1.04 2.32 0.050
H 0.02 -0.57 -2.38 0.125
H 0.44 2.40 1.67 0.075
H 2.28 -1.35 0.34 0.104
H -1.51 1.24 -2.57 0.096
H 0.89 0.92 -1.93 0.139
H 1.21 -2.38 -0.68 0.103
H -2.05 0.29 -1.20 0.076
H -0.25 -0.90 0.12 0.119
C 1.65 -1.39 -0.54 0.022
O -1.43 -0.89 1.72 -0.039
O 0.67 1.47 1.72 -0.035
N 0.51 -0.42 -0.37 -0.026
H -2.28 -0.43 1.70 0.074
H -1.23 1.82 -0.97 0.078
H -1.66 -1.68 2.22 0.076
C -1.25 0.91 -1.55 -0.062

=====

No. 10
21
Properties=species:S:1:pos:R:3:lowdin_charge:R:1 method="wB97M-V/def2-TZVPD" multiplicity=3 s2=2.0131 e_lumo_ev="3.0776 / 3.0275" relative_energy_kcal_mol=100.1 homo_lumo_gap_ev="2.7 / 6.1" total_charge=-1 total_energy_ha=-778.3798
H 0.61 -2.72 -0.51 -0.066
O -3.00 1.57 0.27 -0.515
H -0.28 1.26 -1.73 0.027
H -2.04 -1.62 0.43 0.007
H -3.46 -1.10 -0.54 0.036
H 2.23 0.69 0.90 0.067
H 0.17 -3.11 1.03 -0.055
H -1.82 2.07 -2.05 0.046
C -1.34 1.14 -1.81 -0.303
H 1.75 1.20 1.39 0.062
Pd -0.39 -0.61 0.59 -0.115
C -2.39 -1.03 -0.48 -0.394
H 1.69 -2.53 0.72 -0.054
C 3.01 1.62 1.35 -0.273
H 2.87 2.79 1.32 0.054
H -1.93 -1.52 -1.33 0.020
S -1.97 0.68 -0.27 0.554
N 0.70 -2.42 0.48 -0.158
H 3.65 1.92 0.48 0.000
H 3.49 1.33 2.30 0.014
H -1.56 0.38 -2.55 0.046